1.
{"formula": "C42H39BClO5", "method": "ωB97M-V/def2-TZVPD", "charge": -1, "lumo_ev": 0.0429, "e_homo_ev": -5.18, "species": ["C", "C", "C", "Cl", "B", "C", "C", "C", "O", "C", "C", "C", "C", "C", "C", "C", "C", "H", "H", "H", "H", "H", "H", "H", "H", "H", "H", "H", "H", "H", "H", "H", "H", "H", "H", "H", "H", "H", "H", "H", "C", "C", "C", "C", "C", "C", "C", "O", "C", "C", "C", "C", "C", "C", "C", "O", "H", "H", "H", "H", "H", "H", "H", "H", "C", "C", "C", "C", "C", "C", "C", "O", "C", "C", "C", "C", "C", "C", "C", "O", "H", "H", "H", "H", "H", "H", "H", "H"], "xyz": [[1.969, 8.480, -0.861], [2.178, 8.211, -2.474], [1.391, 6.880, -3.037], [-0.443, 7.209, -2.726], [1.784, 5.479, -2.258], [3.424, 5.161, -2.391], [3.951, 4.243, -1.139], [3.833, 4.945, 0.338], [4.573, 6.208, 0.490], [0.890, 4.169, -2.743], [0.190, 3.369, -1.451], [-1.187, 4.254, -1.113], [-2.602, 4.118, -1.931], [-3.936, 5.064, -1.583], [-3.771, 6.145, -0.350], [-2.342, 6.250, 0.492], [-1.015, 5.340, 0.143], [1.085, 7.858, -0.402], [2.950, 8.150, -0.285], [1.841, 9.637, -0.630], [1.720, 9.156, -3.033], [3.348, 8.185, -2.655], [1.513, 6.837, -4.207], [1.551, 5.656, -1.107], [4.070, 6.129, -2.526], [3.601, 4.512, -3.377], [3.251, 3.279, -1.117], [5.040, 3.854, -1.326], [4.298, 4.188, 1.124], [2.698, 5.079, 0.679], [4.589, 6.435, 1.478], [0.050, 4.509, -3.502], [1.642, 3.440, -3.287], [0.932, 3.443, -0.548], [-0.044, 2.277, -1.805], [-2.719, 3.330, -2.810], [-4.950, 4.998, -2.179], [-4.683, 6.817, -0.056], [-2.278, 7.017, 1.381], [-0.009, 5.439, 0.759], [2.283, -4.617, 3.629], [2.833, -4.395, 2.367], [2.374, -3.335, 1.582], [1.354, -2.502, 2.056], [0.787, -2.740, 3.308], [1.261, -3.793, 4.101], [-0.324, -1.898, 3.798], [-0.820, -2.104, 4.898], [-0.834, -0.811, 2.938], [-1.924, -0.042, 3.365], [-2.405, 0.996, 2.564], [-1.793, 1.275, 1.343], [-0.710, 0.508, 0.912], [-0.236, -0.544, 1.708], [0.888, -1.373, 1.227], [1.423, -1.131, 0.152], [2.647, -5.437, 4.244], [3.621, -5.045, 1.993], [2.812, -3.164, 0.600], [0.833, -3.976, 5.085], [-2.406, -0.252, 4.319], [-3.255, 1.588, 2.895], [-2.162, 2.089, 0.722], [-0.240, 0.728, -0.045], [-2.238, -5.008, 2.231], [-3.511, -5.014, 1.662], [-3.822, -5.931, 0.656], [-2.853, -6.837, 0.210], [-1.572, -6.814, 0.762], [-1.268, -5.905, 1.784], [-0.527, -7.732, 0.265], [0.596, -7.716, 0.752], [-0.854, -8.664, -0.833], [0.143, -9.500, -1.354], [-0.160, -10.393, -2.383], [-1.458, -10.462, -2.888], [-2.452, -9.627, -2.375], [-2.146, -8.719, -1.352], [-3.196, -7.815, -0.841], [-4.336, -7.872, -1.288], [-1.999, -4.299, 3.021], [-4.264, -4.306, 2.002], [-4.819, -5.933, 0.220], [-0.275, -5.891, 2.229], [1.159, -9.455, -0.963], [0.617, -11.037, -2.789], [-1.696, -11.163, -3.685], [-3.462, -9.682, -2.778]]}

=====

2.
{"formula": "C42H39Cl2CoN6O5SSi", "method": "ωB97M-V/def2-TZVPD", "charge": -2, "lumo_ev": [4.0089, 2.9474], "e_homo_ev": [-1.85, -1.82], "multiplicity": 5, "s_squared": 6.0244, "relative_energy_ev": 0.793, "species": ["Co", "O", "C", "C", "C", "C", "C", "C", "C", "O", "N", "N", "C", "C", "C", "C", "C", "C", "C", "O", "H", "H", "H", "H", "H", "H", "H", "H", "H", "H", "Cl", "C", "C", "C", "C", "C", "Cl", "C", "N", "C", "C", "C", "C", "C", "C", "C", "C", "O", "O", "H", "H", "H", "H", "H", "H", "H", "H", "H", "H", "C", "C", "C", "C", "N", "C", "S", "N", "H", "H", "H", "H", "H", "C", "Si", "C", "C", "N", "C", "C", "C", "C", "C", "C", "H", "H", "H", "H", "H", "H", "H", "H", "H", "H", "H", "H", "H", "H"], "xyz": [[-0.181, 1.121, 0.112], [2.203, -1.823, 2.801], [1.183, -2.650, 3.068], [1.378, -3.698, 3.967], [0.355, -4.582, 4.254], [-0.886, -4.435, 3.652], [-1.098, -3.393, 2.770], [-0.079, -2.495, 2.457], [-0.293, -1.410, 1.479], [0.614, -0.511, 1.313], [-1.407, -1.477, 0.794], [-1.618, -0.453, -0.052], [-2.415, -0.631, -1.057], [-2.760, 0.368, -2.007], [-3.587, 0.035, -3.088], [-3.914, 0.954, -4.056], [-3.412, 2.256, -3.966], [-2.604, 2.621, -2.923], [-2.241, 1.704, -1.901], [-1.529, 2.098, -0.919], [1.828, -1.135, 2.167], [2.347, -3.795, 4.437], [0.527, -5.390, 4.955], [-1.682, -5.132, 3.875], [-2.055, -3.247, 2.293], [-2.844, -1.625, -1.212], [-3.961, -0.981, -3.160], [-4.547, 0.667, -4.887], [-3.659, 2.976, -4.737], [-2.202, 3.620, -2.842], [-1.143, -3.672, -1.704], [0.528, -4.035, -1.520], [1.025, -4.215, -0.245], [2.345, -4.580, -0.045], [3.166, -4.780, -1.139], [2.663, -4.575, -2.407], [3.725, -4.845, -3.764], [1.342, -4.175, -2.660], [0.891, -4.058, -3.943], [-0.177, -3.228, -4.399], [-1.201, -3.865, -5.087], [-2.229, -3.137, -5.653], [-2.225, -1.757, -5.527], [-1.203, -1.121, -4.852], [-0.151, -1.832, -4.276], [0.977, -1.115, -3.608], [0.523, 0.182, -2.818], [0.138, 1.127, -3.490], [0.651, 0.075, -1.576], [0.367, -4.069, 0.597], [2.729, -4.698, 0.955], [4.194, -5.085, -1.014], [1.615, -4.212, -4.637], [-1.176, -4.943, -5.174], [-3.023, -3.640, -6.189], [-3.024, -1.169, -5.957], [-1.199, -0.047, -4.747], [1.667, -0.747, -4.373], [1.518, -1.766, -2.919], [5.274, 5.580, 1.608], [4.725, 4.306, 1.026], [5.533, 3.179, 0.871], [4.890, 2.058, 0.356], [3.617, 2.031, 0.043], [2.911, 3.163, 0.221], [1.265, 3.220, -0.196], [3.453, 4.304, 0.696], [6.330, 5.691, 1.368], [5.165, 5.553, 2.692], [4.715, 6.430, 1.229], [6.583, 3.182, 1.137], [5.438, 1.133, 0.191], [-0.605, 0.339, 4.399], [-0.010, 1.887, 3.408], [-0.439, 3.352, 4.591], [1.891, 1.906, 3.229], [-0.861, 1.938, 1.923], [-2.020, 2.654, 1.796], [-2.078, 4.039, 2.020], [-3.262, 4.735, 1.906], [-4.432, 4.088, 1.539], [-4.392, 2.725, 1.282], [-3.217, 2.019, 1.423], [-0.654, 0.524, 5.469], [0.047, -0.512, 4.252], [-1.596, 0.046, 4.066], [-0.114, 3.158, 5.609], [-1.512, 3.516, 4.616], [0.028, 4.279, 4.273], [2.388, 1.503, 4.109], [2.257, 2.918, 3.068], [2.197, 1.313, 2.374], [-1.162, 4.555, 2.256], [-3.281, 5.803, 2.097], [-5.358, 4.643, 1.440], [-5.293, 2.211, 0.965], [-3.194, 0.959, 1.226]]}

=====

3.
{"formula": "C42H39ClFN7O13", "method": "ωB97M-V/def2-TZVPD", "charge": 0, "lumo_ev": -0.7606, "e_homo_ev": -9.79, "smiles": "C[C@H](F)[C@]1(Cl)CCC(=O)N1.O=[N+]([O-])c1ccccc1.O=[N+]([O-])c1ccccc1.O=[N+]([O-])c1ccccc1.O=[N+]([O-])c1ccccc1.O=[N+]([O-])c1ccccc1.O=[N+]([O-])c1ccccc1", "species": ["C", "C", "F", "C", "Cl", "C", "C", "C", "O", "N", "H", "H", "H", "H", "H", "H", "H", "H", "H", "C", "C", "C", "C", "C", "C", "N", "O", "O", "H", "H", "H", "H", "H", "C", "C", "C", "C", "C", "C", "N", "O", "O", "H", "H", "H", "H", "H", "C", "C", "C", "C", "C", "C", "N", "O", "O", "H", "H", "H", "H", "H", "C", "C", "C", "C", "C", "C", "N", "O", "O", "H", "H", "H", "H", "H", "C", "C", "C", "C", "C", "C", "N", "O", "O", "H", "H", "H", "H", "H", "C", "C", "C", "C", "C", "C", "N", "O", "O", "H", "H", "H", "H", "H"], "xyz": [[1.789, 1.674, -3.597], [0.461, 2.452, -3.669], [0.346, 3.250, -2.565], [-0.748, 1.502, -3.805], [-0.282, 0.390, -5.191], [-2.090, 2.103, -4.251], [-2.982, 0.902, -3.900], [-2.467, 0.562, -2.500], [-3.077, 0.138, -1.578], [-1.122, 0.926, -2.567], [1.646, 0.688, -3.168], [2.259, 1.583, -4.568], [2.473, 2.200, -2.945], [0.483, 3.043, -4.586], [-2.440, 2.843, -3.529], [-2.167, 2.468, -5.267], [-4.057, 1.042, -3.976], [-2.794, -0.012, -4.445], [-0.433, 0.413, -2.036], [6.888, 1.482, 1.631], [5.532, 1.745, 1.481], [4.893, 1.413, 0.296], [5.620, 0.818, -0.721], [6.973, 0.558, -0.587], [7.607, 0.894, 0.598], [4.937, 0.443, -1.964], [3.747, 0.703, -2.058], [5.588, -0.110, -2.829], [7.387, 1.735, 2.556], [4.973, 2.201, 2.283], [3.838, 1.616, 0.179], [7.533, 0.098, -1.388], [8.663, 0.694, 0.718], [-2.690, -3.531, -9.917], [-2.322, -2.194, -9.840], [-2.674, -1.441, -8.731], [-3.388, -2.044, -7.711], [-3.766, -3.371, -7.777], [-3.415, -4.118, -8.889], [-3.745, -1.261, -6.522], [-3.418, -0.090, -6.491], [-4.346, -1.828, -5.624], [-2.410, -4.118, -10.783], [-1.759, -1.739, -10.643], [-2.387, -0.401, -8.672], [-4.328, -3.830, -6.977], [-3.704, -5.158, -8.953], [-2.424, -0.965, 1.062], [-2.573, -1.330, 2.396], [-1.505, -1.862, 3.101], [-0.290, -2.023, 2.461], [-0.125, -1.675, 1.131], [-1.200, -1.146, 0.433], [0.852, -2.564, 3.211], [0.668, -2.877, 4.374], [1.916, -2.664, 2.630], [-3.257, -0.548, 0.522], [-3.526, -1.195, 2.888], [-1.628, -2.142, 4.137], [0.826, -1.810, 0.636], [-1.086, -0.872, -0.598], [-9.049, -3.272, -3.388], [-7.742, -3.329, -3.851], [-7.491, -3.422, -5.210], [-8.559, -3.454, -6.091], [-9.867, -3.404, -5.644], [-10.111, -3.314, -4.283], [-8.295, -3.528, -7.535], [-7.132, -3.592, -7.892], [-9.250, -3.515, -8.288], [-9.242, -3.193, -2.325], [-6.916, -3.296, -3.153], [-6.472, -3.464, -5.567], [-10.694, -3.433, -6.339], [-11.128, -3.272, -3.919], [4.866, 4.094, 8.020], [6.209, 4.188, 7.681], [6.592, 4.150, 6.350], [5.619, 4.021, 5.374], [4.277, 3.920, 5.698], [3.902, 3.957, 7.030], [6.016, 3.999, 3.961], [7.203, 4.067, 3.702], [5.130, 3.911, 3.126], [4.568, 4.129, 9.061], [6.957, 4.293, 8.455], [7.638, 4.222, 6.087], [3.525, 3.815, 4.929], [2.856, 3.881, 7.298], [1.910, -1.092, 9.469], [3.273, -0.848, 9.575], [3.724, 0.325, 10.158], [2.800, 1.240, 10.632], [1.438, 1.014, 10.527], [0.994, -0.160, 9.940], [3.275, 2.476, 11.269], [4.479, 2.656, 11.326], [2.440, 3.249, 11.700], [1.560, -2.011, 9.017], [3.984, -1.574, 9.206], [4.785, 0.514, 10.240], [0.724, 1.736, 10.895], [-0.067, -0.351, 9.853]]}

=====

4.
{"formula": "C42H39F6NO", "method": "ωB97M-V/def2-TZVPD", "charge": 0, "lumo_ev": 0.6561, "e_homo_ev": -9.24, "smiles": "C=C[C@H]1CCC(=O)N1.Fc1ccccc1.Fc1ccccc1.Fc1ccccc1.Fc1ccccc1.Fc1ccccc1.Fc1ccccc1", "species": ["C", "C", "C", "C", "C", "C", "O", "N", "H", "H", "H", "H", "H", "H", "H", "H", "H", "F", "C", "C", "C", "C", "C", "C", "H", "H", "H", "H", "H", "F", "C", "C", "C", "C", "C", "C", "H", "H", "H", "H", "H", "F", "C", "C", "C", "C", "C", "C", "H", "H", "H", "H", "H", "F", "C", "C", "C", "C", "C", "C", "H", "H", "H", "H", "H", "F", "C", "C", "C", "C", "C", "C", "H", "H", "H", "H", "H", "F", "C", "C", "C", "C", "C", "C", "H", "H", "H", "H", "H"], "xyz": [[-0.746, -0.666, 7.751], [-0.743, 0.039, 6.605], [-0.362, -0.582, 5.274], [0.033, 0.529, 4.284], [1.602, 0.537, 4.304], [1.968, -0.683, 5.114], [3.050, -1.005, 5.544], [0.812, -1.457, 5.325], [-0.555, -0.124, 8.666], [-0.974, -1.722, 7.758], [-1.003, 1.086, 6.679], [-1.181, -1.206, 4.917], [-0.345, 0.343, 3.288], [-0.227, 1.510, 4.656], [1.906, 0.521, 3.268], [1.971, 1.367, 4.894], [0.960, -1.878, 6.236], [-2.729, -0.146, 1.415], [-1.839, 0.091, 0.426], [-0.915, -0.884, 0.106], [-0.005, -0.638, -0.913], [-0.026, 0.576, -1.586], [-0.959, 1.545, -1.247], [-1.878, 1.302, -0.235], [-0.914, -1.821, 0.649], [0.716, -1.388, -1.174], [0.688, 0.765, -2.378], [-0.972, 2.492, -1.770], [-2.618, 2.042, 0.041], [-4.965, 3.940, -3.616], [-5.715, 3.654, -2.534], [-6.814, 4.440, -2.253], [-7.584, 4.139, -1.140], [-7.245, 3.069, -0.323], [-6.134, 2.293, -0.623], [-5.362, 2.582, -1.739], [-7.057, 5.274, -2.898], [-8.452, 4.742, -0.910], [-7.847, 2.839, 0.546], [-5.864, 1.460, 0.013], [-4.496, 1.985, -1.994], [0.311, -0.847, 11.713], [0.159, -2.186, 11.683], [-0.323, -2.831, 12.804], [-0.480, -4.209, 12.765], [-0.150, -4.919, 11.619], [0.336, -4.249, 10.505], [0.489, -2.871, 10.532], [-0.568, -2.260, 13.689], [-0.862, -4.729, 13.633], [-0.272, -5.994, 11.595], [0.597, -4.800, 9.612], [0.860, -2.329, 9.672], [1.572, -1.894, -3.042], [1.260, -2.855, -3.941], [0.782, -2.481, -5.179], [0.471, -3.467, -6.101], [0.630, -4.806, -5.771], [1.108, -5.159, -4.516], [1.432, -4.178, -3.590], [0.658, -1.431, -5.414], [0.103, -3.189, -7.079], [0.383, -5.573, -6.492], [1.230, -6.201, -4.256], [1.814, -4.431, -2.610], [-0.708, 4.135, -3.107], [0.377, 3.977, -3.895], [1.603, 3.744, -3.306], [2.715, 3.585, -4.120], [2.589, 3.671, -5.500], [1.345, 3.908, -6.068], [0.225, 4.057, -5.264], [1.681, 3.690, -2.227], [3.683, 3.398, -3.675], [3.459, 3.554, -6.132], [1.245, 3.979, -7.143], [-0.754, 4.237, -5.686], [2.565, -1.777, -8.301], [3.527, -0.844, -8.155], [4.164, -0.361, -9.280], [5.152, 0.600, -9.126], [5.492, 1.057, -7.860], [4.839, 0.554, -6.743], [3.844, -0.402, -6.887], [3.888, -0.736, -10.256], [5.657, 0.994, -9.998], [6.265, 1.804, -7.745], [5.106, 0.907, -5.756], [3.319, -0.802, -6.030]]}

=====

5.
{"formula": "C42H40AsIrN6OPS", "method": "ωB97M-V/def2-TZVPD", "charge": 4, "lumo_ev": [-11.3024, -14.3998], "e_homo_ev": [-18.06, -18.06], "multiplicity": 2, "s_squared": 0.7682, "relative_energy_ev": 0.354, "species": ["Ir", "C", "N", "C", "C", "N", "C", "P", "C", "N", "C", "C", "N", "C", "C", "N", "C", "C", "N", "C", "H", "H", "H", "H", "H", "H", "H", "H", "H", "H", "H", "H", "H", "H", "H", "C", "C", "C", "C", "C", "C", "As", "C", "C", "C", "C", "C", "C", "C", "C", "C", "C", "C", "C", "H", "H", "H", "H", "H", "H", "H", "H", "H", "H", "H", "H", "H", "H", "H", "O", "S", "C", "C", "C", "C", "C", "C", "C", "C", "C", "C", "C", "C", "H", "H", "H", "H", "H", "H", "H", "H", "H", "H"], "xyz": [[0.614, -0.086, -0.700], [5.588, -1.022, -2.849], [4.452, -0.267, -2.296], [4.370, 1.094, -2.234], [3.160, 1.391, -1.681], [2.509, 0.216, -1.404], [3.315, -0.782, -1.795], [2.913, -2.566, -1.668], [1.325, -2.409, -2.529], [0.438, -1.448, -2.272], [-0.524, -1.510, -3.247], [-0.207, -2.534, -4.090], [0.950, -3.090, -3.627], [1.637, -4.237, -4.240], [2.282, -2.404, 0.035], [1.492, -1.419, 0.484], [1.412, -1.538, 1.849], [2.143, -2.627, 2.216], [2.679, -3.154, 1.076], [3.555, -4.336, 1.022], [6.334, -0.310, -3.189], [5.261, -1.620, -3.696], [6.024, -1.658, -2.082], [5.153, 1.734, -2.602], [2.730, 2.358, -1.492], [-1.347, -0.820, -3.311], [-0.708, -2.899, -4.972], [1.233, -4.380, -5.238], [1.466, -5.133, -3.649], [2.702, -4.035, -4.318], [0.851, -0.864, 2.469], [2.322, -3.055, 3.187], [3.632, -4.744, 2.025], [4.546, -4.052, 0.675], [3.125, -5.086, 0.363], [-1.718, 1.638, 5.049], [-1.011, 2.775, 4.679], [-0.387, 2.834, 3.442], [-0.477, 1.749, 2.568], [-1.195, 0.614, 2.937], [-1.817, 0.563, 4.176], [0.402, 1.830, 0.859], [1.984, 2.909, 1.316], [3.198, 2.306, 1.668], [4.219, 3.091, 2.143], [4.070, 4.521, 2.200], [2.872, 5.135, 1.820], [1.854, 4.347, 1.352], [-0.569, 2.997, -0.306], [-0.196, 3.009, -1.654], [-0.923, 3.761, -2.564], [-2.020, 4.495, -2.128], [-2.397, 4.471, -0.789], [-1.677, 3.717, 0.128], [-2.201, 1.596, 6.017], [-0.945, 3.618, 5.354], [0.148, 3.737, 3.174], [-1.323, -0.205, 2.242], [-2.388, -0.313, 4.455], [3.305, 1.229, 1.632], [5.142, 2.651, 2.499], [4.913, 5.124, 2.518], [2.771, 6.211, 1.867], [0.938, 4.800, 0.989], [0.676, 2.455, -2.002], [-0.634, 3.785, -3.606], [-2.583, 5.091, -2.833], [-3.257, 5.040, -0.461], [-1.982, 3.693, 1.167], [-1.426, -0.102, -0.359], [-2.628, -0.876, -1.005], [-4.076, -0.076, -0.373], [-4.062, 0.762, 0.729], [-5.260, 1.323, 1.145], [-6.439, 1.042, 0.466], [-6.428, 0.217, -0.652], [-5.237, -0.339, -1.093], [-2.656, -2.487, -0.250], [-1.931, -2.779, 0.893], [-2.024, -4.051, 1.438], [-2.833, -5.009, 0.841], [-3.542, -4.705, -0.314], [-3.450, -3.440, -0.876], [-3.139, 0.982, 1.241], [-5.275, 1.979, 2.005], [-7.370, 1.481, 0.798], [-7.343, 0.018, -1.192], [-5.224, -0.948, -1.989], [-1.316, -2.024, 1.361], [-1.482, -4.291, 2.344], [-2.916, -5.996, 1.276], [-4.169, -5.452, -0.781], [-3.995, -3.213, -1.785]]}